[1]
# C4H11IN3

2 unconnected molecules or ions with the total composition C4H11IN3 (wB97M-V/def2-TZVPD, OMol25).

Properties
E_HOMO in eV: -12.5
E_tot in eV: -16890.1040
Energy above the lowest of the compared OMol25 structures with the same formula, charge and spin in eV: 0.480
Total charge: +1
Orbital gap in eV: 9.310

CARTESIAN COORDINATES (ANGSTROEM)
C: 0.468 1.712 -0.818
C: -0.200 0.953 1.261
C: 0.920 -0.614 -0.227
C: 1.617 -1.905 -0.421
N: -0.672 1.560 0.048
N: 0.992 0.341 -1.110
N: 0.480 -0.331 0.980
I: -5.166 0.078 -0.102
H: 0.148 2.371 -1.773
H: 1.382 2.332 -0.442
H: 0.474 1.577 1.650
H: -1.131 0.980 1.785
H: 1.273 -2.302 -1.423
H: 1.354 -2.708 0.334
H: 2.786 -1.687 -0.367
H: -1.436 1.090 -0.390
H: 1.421 0.301 -2.024
H: 0.198 -1.184 1.465
H: -6.701 0.283 0.167

natural (NBO) atomic charges, in units of e: atom 1 (C): -0.09, atom 2 (C): -0.07, atom 3 (C): 0.55, atom 4 (C): -0.69, atom 5 (N): -0.59, atom 6 (N): -0.55, atom 7 (N): -0.54, atom 8 (I): -0.13, atom 9 (H): 0.25, atom 10 (H): 0.23, atom 11 (H): 0.20, atom 12 (H): 0.25, atom 13 (H): 0.26, atom 14 (H): 0.26, atom 15 (H): 0.29, atom 16 (H): 0.38, atom 17 (H): 0.44, atom 18 (H): 0.43, atom 19 (H): 0.13

---

[2]
# C22H24BBrGaN4OS3

A molecular structure, C22H24BBrGaN4OS3 (wB97M-V/def2-TZVPD, OMol25).

Properties
E_HOMO in eV: -10.4
E_tot in eV: -186804.2015
Energy above the lowest of the compared OMol25 structures with the same formula, charge and spin in eV: 2.239
Total charge: +1
Orbital gap in eV: 5.274

CARTESIAN COORDINATES (ANGSTROEM)
Ga: -1.477 1.685 0.351
C: -0.444 4.855 -2.096
C: 0.112 5.277 -0.741
S: -0.212 4.129 0.651
C: -1.421 5.046 1.647
C: -2.784 5.182 0.993
S: -3.532 3.554 0.704
C: -4.105 3.686 -1.021
C: -3.030 3.679 -2.100
S: -2.193 5.284 -2.370
H: -0.319 3.786 -2.262
H: 0.095 5.390 -2.877
H: -0.265 6.257 -0.453
H: 1.200 5.328 -0.798
H: -1.007 6.033 1.849
H: -1.481 4.494 2.586
H: -2.716 5.684 0.033
H: -3.455 5.738 1.649
H: -4.723 4.583 -1.073
H: -4.740 2.809 -1.145
H: -3.503 3.435 -3.051
H: -2.265 2.932 -1.887
Br: 6.345 -9.010 0.310
C: 5.351 -7.410 0.204
C: 4.038 -7.456 -0.246
C: 3.307 -6.287 -0.305
C: 3.876 -5.078 0.103
C: 5.204 -5.048 0.551
C: 5.939 -6.213 0.598
N: 3.047 -3.970 0.044
N: 3.458 -2.886 0.484
C: 2.612 -1.792 0.534
C: 3.225 -0.557 0.654
C: 2.512 0.636 0.596
C: 1.153 0.630 0.357
O: 0.446 1.726 0.153
C: 0.474 -0.616 0.370
N: -0.869 -0.537 0.330
C: -1.590 -1.639 0.388
C: -1.000 -2.897 0.505
C: 0.369 -3.000 0.592
C: 1.168 -1.841 0.495
H: 3.598 -8.396 -0.545
H: 2.281 -6.289 -0.649
H: 5.635 -4.102 0.847
H: 6.962 -6.202 0.945
H: 4.303 -0.542 0.740
H: 3.018 1.589 0.683
H: -2.666 -1.533 0.352
H: -1.630 -3.771 0.566
H: 0.842 -3.953 0.739
B: -5.256 -0.727 0.279
C: -4.067 0.174 -0.024
N: -3.189 0.893 -0.305
H: -5.632 -0.352 1.362
H: -6.125 -0.527 -0.522
H: -4.874 -1.866 0.226

natural (NBO) atomic charges, in units of e: atom 1 (Ga): 1.64, atom 2 (C): -0.53, atom 3 (C): -0.53, atom 4 (S): 0.34, atom 5 (C): -0.55, atom 6 (C): -0.57, atom 7 (S): 0.34, atom 8 (C): -0.53, atom 9 (C): -0.52, atom 10 (S): 0.21, atom 11 (H): 0.23, atom 12 (H): 0.25, atom 13 (H): 0.24, atom 14 (H): 0.25, atom 15 (H): 0.25, atom 16 (H): 0.24, atom 17 (H): 0.26, atom 18 (H): 0.25, atom 19 (H): 0.25, atom 20 (H): 0.26, atom 21 (H): 0.25, atom 22 (H): 0.20, atom 23 (Br): 0.10, atom 24 (C): -0.06, atom 25 (C): -0.24, atom 26 (C): -0.18, atom 27 (C): 0.13, atom 28 (C): -0.20, atom 29 (C): -0.22, atom 30 (N): -0.19, atom 31 (N): -0.18, atom 32 (C): 0.07, atom 33 (C): -0.14, atom 34 (C): -0.25, atom 35 (C): 0.31, atom 36 (O): -0.85, atom 37 (C): 0.09, atom 38 (N): -0.54, atom 39 (C): 0.10, atom 40 (C): -0.25, atom 41 (C): -0.09, atom 42 (C): -0.01, atom 43 (H): 0.24, atom 44 (H): 0.23, atom 45 (H): 0.24, atom 46 (H): 0.24, atom 47 (H): 0.24, atom 48 (H): 0.23, atom 49 (H): 0.24, atom 50 (H): 0.25, atom 51 (H): 0.26, atom 52 (B): -0.63, atom 53 (C): 0.52, atom 54 (N): -0.84, atom 55 (H): 0.07, atom 56 (H): 0.08, atom 57 (H): 0.04

---

[3]
# C5H12N2O2

2 unconnected molecules or ions with the total composition C5H12N2O2 (wB97M-V/def2-TZVPD, OMol25).

Properties
E_HOMO in eV: -9.5
E_tot in eV: -12455.7166
Energy above the lowest of the compared OMol25 structures with the same formula, charge and spin in eV: 0.266
Orbital gap in eV: 10.380

CARTESIAN COORDINATES (ANGSTROEM)
C: 1.393 0.932 0.496
C: 1.603 -1.579 1.007
C: 1.217 1.966 -0.605
C: 1.328 -0.539 -0.038
O: 1.312 -0.783 -1.224
H: 0.656 1.063 1.290
H: 2.372 1.040 0.971
H: 0.694 -1.687 1.599
H: 2.408 -1.279 1.671
H: 1.840 -2.537 0.551
H: 1.928 1.791 -1.410
H: 0.211 1.920 -1.015
H: 1.373 2.971 -0.215
C: -1.983 -0.360 0.060
N: -1.471 -0.459 -1.211
N: -3.360 -0.412 0.102
O: -1.333 -0.448 1.082
H: -3.775 -0.264 1.007
H: -0.519 -0.280 -1.496
H: -2.004 -0.939 -1.920
H: -3.890 -0.118 -0.701

natural (NBO) atomic charges, in units of e: atom 1 (C): -0.52, atom 2 (C): -0.73, atom 3 (C): -0.61, atom 4 (C): 0.66, atom 5 (O): -0.60, atom 6 (H): 0.24, atom 7 (H): 0.22, atom 8 (H): 0.27, atom 9 (H): 0.23, atom 10 (H): 0.23, atom 11 (H): 0.22, atom 12 (H): 0.21, atom 13 (H): 0.21, atom 14 (C): 0.78, atom 15 (N): -0.88, atom 16 (N): -0.84, atom 17 (O): -0.67, atom 18 (H): 0.40, atom 19 (H): 0.43, atom 20 (H): 0.39, atom 21 (H): 0.39

---

[4]
# C28H24Cl3FeN2O2Te

A molecular structure, C28H24Cl3FeN2O2Te (wB97M-V/def2-TZVPD, OMol25).

Properties
E_HOMO (spin up / spin down) in eV: -3.5 / -4.1
E_tot in eV: -115748.5906
Spin multiplicity: 5
Total charge: -1
Orbital gap (spin up / spin down) in eV: 5.848 / 6.325

CARTESIAN COORDINATES (ANGSTROEM)
Fe: -0.264 0.493 0.080
Cl: -5.092 -5.963 1.022
C: -4.091 -4.718 0.306
C: -4.072 -4.601 -1.106
C: -3.297 -3.668 -1.710
Cl: -3.285 -3.536 -3.440
C: -2.427 -2.752 -0.970
O: -1.658 -1.962 -1.538
C: -2.552 -2.871 0.468
C: -1.906 -1.964 1.344
O: -1.270 -0.941 1.058
C: -3.357 -3.873 1.070
H: -4.684 -5.263 -1.704
H: -2.005 -2.199 2.419
H: -3.391 -3.944 2.150
C: 1.936 -2.115 5.004
C: 2.439 -0.818 5.003
C: 2.348 -0.035 3.865
C: 1.737 -0.555 2.735
C: 1.237 -1.846 2.722
C: 1.343 -2.633 3.861
N: 1.575 0.217 1.523
N: 2.430 1.103 1.390
C: 2.312 1.870 0.171
C: 3.338 2.793 -0.001
C: 3.368 3.549 -1.161
C: 2.369 3.353 -2.111
C: 1.351 2.432 -1.892
C: 1.271 1.655 -0.731
H: 2.002 -2.721 5.900
H: 2.891 -0.406 5.896
H: 2.712 0.982 3.852
H: 0.786 -2.230 1.818
H: 0.959 -3.645 3.852
H: 4.090 2.899 0.771
H: 4.154 4.276 -1.325
H: 2.387 3.929 -3.030
H: 0.585 2.324 -2.655
Cl: 1.534 2.837 6.226
C: 0.628 2.672 4.727
C: 0.938 3.465 3.636
C: 0.241 3.309 2.450
C: -0.775 2.344 2.296
C: -1.445 2.118 1.037
C: -1.063 1.570 3.443
C: -0.380 1.724 4.633
H: 1.729 4.201 3.712
H: 0.504 3.930 1.601
H: -1.435 2.964 0.354
H: -2.424 1.653 1.147
H: -1.838 0.815 3.379
H: -0.616 1.100 5.485
C: -2.239 2.798 -2.784
Te: -2.223 0.764 -2.131
C: -1.589 0.042 -4.020
H: -1.591 2.887 -3.653
H: -1.852 3.430 -1.987
H: -3.249 3.104 -3.043
H: -2.279 0.383 -4.788
H: -1.597 -1.042 -3.960
H: -0.582 0.401 -4.223

Löwdin atomic charges, in units of e: atom 1 (Fe): 0.60, atom 2 (Cl): 0.61, atom 3 (C): -0.68, atom 4 (C): -0.14, atom 5 (C): -0.57, atom 6 (Cl): 0.68, atom 7 (C): -0.42, atom 8 (O): -0.16, atom 9 (C): -0.12, atom 10 (C): -0.19, atom 11 (O): -0.12, atom 12 (C): -0.09, atom 13 (H): 0.10, atom 14 (H): 0.13, atom 15 (H): 0.11, atom 16 (C): -0.10, atom 17 (C): -0.08, atom 18 (C): -0.04, atom 19 (C): -0.23, atom 20 (C): -0.04, atom 21 (C): -0.09, atom 22 (N): 0.03, atom 23 (N): 0.10, atom 24 (C): -0.31, atom 25 (C): -0.06, atom 26 (C): -0.11, atom 27 (C): -0.11, atom 28 (C): -0.14, atom 29 (C): -0.16, atom 30 (H): 0.09, atom 31 (H): 0.10, atom 32 (H): 0.10, atom 33 (H): 0.10, atom 34 (H): 0.10, atom 35 (H): 0.10, atom 36 (H): 0.09, atom 37 (H): 0.09, atom 38 (H): 0.06, atom 39 (Cl): 0.58, atom 40 (C): -0.71, atom 41 (C): -0.13, atom 42 (C): -0.07, atom 43 (C): -0.34, atom 44 (C): -0.21, atom 45 (C): -0.06, atom 46 (C): -0.14, atom 47 (H): 0.10, atom 48 (H): 0.11, atom 49 (H): 0.03, atom 50 (H): 0.04, atom 51 (H): 0.10, atom 52 (H): 0.10, atom 53 (C): -0.45, atom 54 (Te): 1.31, atom 55 (C): -0.43, atom 56 (H): -0.01, atom 57 (H): -0.02, atom 58 (H): -0.02, atom 59 (H): 0.00, atom 60 (H): -0.03, atom 61 (H): 0.00

---

[5]
# C15H46N8O9

A molecular structure, C15H46N8O9 (wB97M-V/def2-TZVPD, OMol25).

Properties
E_HOMO in eV: -6.7
E_tot in eV: -46629.6960
Energy above the lowest of the compared OMol25 structures with the same formula, charge and spin in eV: 20.640
Orbital gap in eV: 6.650

CARTESIAN COORDINATES (ANGSTROEM)
C: 23.945 0.499 13.055
O: 24.904 -0.150 13.462
N: 23.071 0.991 13.929
N: 23.659 0.688 11.792
H: 22.318 1.613 13.671
H: 23.399 0.927 14.882
H: 24.138 0.288 10.997
H: 22.985 1.398 11.543
C: 24.347 3.344 8.230
O: 24.443 3.110 9.453
N: 23.422 4.131 7.765
N: 25.084 2.921 7.272
H: 23.388 4.103 6.756
H: 22.728 4.548 8.369
H: 25.864 2.370 7.602
H: 24.986 3.261 6.326
C: 19.938 2.438 12.034
O: 19.870 3.431 12.687
N: 20.954 1.983 11.369
N: 18.973 1.585 11.898
H: 21.822 2.451 11.150
H: 20.837 1.107 10.880
H: 19.222 0.618 11.745
H: 18.002 1.694 12.151
C: 24.295 3.781 14.169
O: 22.987 4.236 14.413
C: 22.634 5.427 13.759
C: 21.439 5.086 12.727
N: 21.901 4.471 11.485
C: 22.615 5.406 10.606
C: 21.767 6.622 10.178
O: 20.448 6.311 9.690
C: 19.654 7.447 9.354
H: 25.135 4.464 14.300
H: 24.174 3.390 13.159
H: 24.386 2.854 14.735
H: 23.422 5.907 13.179
H: 22.390 6.166 14.522
H: 20.910 6.017 12.523
H: 20.746 4.362 13.155
H: 21.196 4.078 10.879
H: 22.935 4.929 9.679
H: 23.502 5.861 11.046
H: 22.220 7.153 9.340
H: 21.695 7.336 10.999
H: 18.678 7.188 8.943
H: 20.117 8.087 8.603
H: 19.603 8.109 10.218
C: 22.549 1.855 6.003
O: 21.453 1.533 6.936
C: 21.672 2.057 8.220
C: 21.803 0.890 9.242
N: 20.664 0.220 9.814
C: 21.084 -0.917 10.558
C: 20.000 -1.696 11.291
O: 19.532 -0.745 12.283
C: 18.494 -1.345 13.079
H: 22.920 2.874 5.889
H: 22.261 1.422 5.045
H: 23.465 1.322 6.254
H: 20.817 2.613 8.606
H: 22.540 2.714 8.268
H: 22.193 1.401 10.122
H: 22.547 0.185 8.874
H: 19.987 -0.062 9.119
H: 21.745 -0.767 11.411
H: 21.396 -1.713 9.881
H: 20.450 -2.584 11.736
H: 19.176 -1.923 10.615
H: 17.552 -1.392 12.534
H: 18.159 -0.723 13.909
H: 18.714 -2.342 13.461
O: 21.898 2.648 13.763
H: 21.026 2.599 13.370
H: 22.153 3.565 13.668
O: 22.726 2.587 11.158
H: 23.504 2.770 10.631
H: 22.531 3.416 11.595

Löwdin atomic charges, in units of e: atom 1 (C): -0.75, atom 2 (O): -0.04, atom 3 (N): 0.15, atom 4 (N): 0.18, atom 5 (H): -0.15, atom 6 (H): 0.11, atom 7 (H): 0.12, atom 8 (H): -0.05, atom 9 (C): -0.72, atom 10 (O): 0.05, atom 11 (N): 0.13, atom 12 (N): 0.20, atom 13 (H): 0.10, atom 14 (H): 0.10, atom 15 (H): 0.15, atom 16 (H): 0.13, atom 17 (C): -0.71, atom 18 (O): 0.03, atom 19 (N): 0.16, atom 20 (N): 0.19, atom 21 (H): -0.30, atom 22 (H): 0.00, atom 23 (H): 0.03, atom 24 (H): 0.12, atom 25 (C): -0.03, atom 26 (O): -0.21, atom 27 (C): -0.12, atom 28 (C): -0.11, atom 29 (N): 0.01, atom 30 (C): -0.11, atom 31 (C): -0.19, atom 32 (O): -0.19, atom 33 (C): -0.10, atom 34 (H): 0.10, atom 35 (H): 0.10, atom 36 (H): 0.10, atom 37 (H): 0.10, atom 38 (H): 0.13, atom 39 (H): 0.12, atom 40 (H): 0.03, atom 41 (H): 0.15, atom 42 (H): 0.07, atom 43 (H): 0.13, atom 44 (H): 0.12, atom 45 (H): 0.11, atom 46 (H): 0.09, atom 47 (H): 0.08, atom 48 (H): 0.09, atom 49 (C): -0.07, atom 50 (O): -0.14, atom 51 (C): -0.18, atom 52 (C): -0.16, atom 53 (N): -0.07, atom 54 (C): -0.20, atom 55 (C): -0.16, atom 56 (O): -0.23, atom 57 (C): -0.08, atom 58 (H): 0.04, atom 59 (H): 0.09, atom 60 (H): 0.08, atom 61 (H): 0.14, atom 62 (H): 0.06, atom 63 (H): 0.07, atom 64 (H): 0.14, atom 65 (H): 0.16, atom 66 (H): 0.13, atom 67 (H): 0.13, atom 68 (H): 0.13, atom 69 (H): 0.13, atom 70 (H): 0.09, atom 71 (H): 0.09, atom 72 (H): 0.09, atom 73 (O): 0.02, atom 74 (H): 0.05, atom 75 (H): -0.05, atom 76 (O): 0.00, atom 77 (H): 0.06, atom 78 (H): -0.07

---

[6]
# C4H8O2

A molecular structure, C4H8O2 (wB97M-V/def2-TZVPD, OMol25).

Properties
E_HOMO in eV: -9.0
E_tot in eV: -8368.5163
Energy above the lowest of the compared OMol25 structures with the same formula, charge and spin in eV: 4.765
Orbital gap in eV: 9.762

CARTESIAN COORDINATES (ANGSTROEM)
C: 2.122 -0.446 -0.730
C: 0.632 0.485 0.040
O: 0.952 1.246 0.910
C: -0.491 -0.237 -0.399
C: -1.881 -0.010 0.161
O: -2.665 0.901 -0.614
H: 2.802 -0.750 0.074
H: 2.034 -1.221 -1.509
H: 2.509 0.463 -1.203
H: -0.439 -0.665 -1.401
H: 0.877 -0.904 -0.152
H: -1.808 0.305 1.215
H: -2.433 -0.958 0.130
H: -2.195 1.750 -0.610

natural (NBO) atomic charges, in units of e: atom 1 (C): -0.85, atom 2 (C): 0.53, atom 3 (O): -0.57, atom 4 (C): -0.49, atom 5 (C): -0.09, atom 6 (O): -0.71, atom 7 (H): 0.24, atom 8 (H): 0.23, atom 9 (H): 0.26, atom 10 (H): 0.23, atom 11 (H): 0.38, atom 12 (H): 0.18, atom 13 (H): 0.19, atom 14 (H): 0.47